{
  "formula": "H4OS2",
  "method": "wB97M-V/def2-TZVPD",
  "homo_lumo_gap_ev": 9.1,
  "energy_ev": -23782.283,
  "e_lumo_ev": 0.179,
  "fmax_ev_per_a": 2.97,
  "e_above_lowest_kcal_mol": 11.40,
  "smiles": "SS.O",
  "charge": 0,
  "symbols": ["S", "S", "H", "H", "H", "H", "O"],
  "xyz": [[1.0902, -0.4998, -0.1416], [0.7282, 1.5478, 0.2185], [0.0719, -0.8127, 0.6720], [0.7003, 1.2875, 1.5187], [-3.7238, -1.6823, 0.2348], [-2.3903, -2.3771, -0.0842], [-2.9690, -1.6479, -0.4466]]
}